11
Properties=species:S:1:pos:R:3:forces:R:3:mulliken_charge:R:1 method="wB97M-V/def2-TZVPD" de_lowest_kcal_mol=55.1 homo_lumo_gap_ev=8.06 homo_ev=-9.428
C -2.3841 0.3261 -1.7266 -0.5981 -0.8907 -2.5653 0.06
C -2.1793 1.2406 -0.8155 -0.1646 -0.8946 -0.7468 0.65
O 1.7825 -0.3601 2.4200 -1.2472 1.7892 -0.5205 -0.39
O -2.0734 1.7822 0.1870 0.1323 1.5458 1.6228 -0.30
F -1.5571 -0.7015 -1.8611 0.3340 -0.1844 0.4175 -0.18
F -3.0948 0.4531 -2.8787 0.2725 0.4881 1.2442 -0.22
F 1.3876 0.8083 0.3231 -0.6141 0.2378 0.8223 -0.20
F -0.5017 -0.1012 1.5051 1.7184 1.0285 0.3478 -0.25
S 0.9430 0.6847 1.8750 -0.0383 -2.9049 -0.4999 0.84
Br 4.3361 -2.7375 1.2703 -0.0992 0.1348 -0.1749 -0.03
Br 3.3412 -1.3947 -0.2987 0.3042 -0.3496 0.0527 0.02

***

81
Properties=species:S:1:pos:R:3:forces:R:3:mulliken_charge:R:1 method="wB97M-V/def2-TZVPD" charge=+3 homo_lumo_gap_ev=4.41 homo_ev=-15.512
C -3.0183 0.8362 -1.6652 0.4567 0.5533 0.1391 -1.61
C -2.2763 0.3499 -0.4413 -0.3358 -0.4770 0.5564 -0.57
C -0.8510 0.8355 -0.2796 0.2180 0.2087 -0.7159 0.52
C 0.4775 0.2143 -0.6944 0.2353 0.6554 -1.1779 0.78
C 1.4545 1.3663 -0.7956 0.3856 0.0692 0.8814 -2.30
O 0.7299 -0.7101 0.4672 -0.3891 1.0132 -0.0970 -0.37
C 1.3194 -0.4982 1.5726 2.2618 -3.8948 -1.1562 -0.22
I -0.2558 0.9812 2.9905 5.0771 0.7283 -2.2104 0.23
C 2.7600 -0.0349 1.7128 -0.2372 1.6709 0.1881 0.42
C 3.0589 1.2961 2.4105 0.3317 -0.1523 -0.1499 -1.22
C 4.5234 1.7389 2.3189 -0.1796 0.4170 0.3304 0.25
F 4.6875 2.6623 3.3122 0.0077 0.0430 0.0091 -0.31
Br 5.7518 0.3052 2.6644 0.0924 -0.2093 -0.0938 0.00
C 4.8993 2.4615 1.0038 0.2699 -0.2231 0.0791 0.36
F 4.6733 1.6170 -0.0268 -0.0756 0.0253 -0.0759 -0.15
F 6.1834 2.7784 1.0146 0.0427 -0.0192 -0.0562 -0.20
Br 3.8829 4.0815 0.7552 -0.1414 0.0252 -0.1002 -0.06
C 1.0309 -1.7934 2.3818 -1.1727 0.4524 0.5207 -1.00
O 0.8644 -1.4730 3.7569 0.5247 -0.4276 0.4585 -0.21
O -0.2856 -2.1413 4.2869 -0.0442 0.3208 -0.3096 -0.39
C 0.5951 -0.6745 -1.9706 -0.0860 -0.7453 1.3987 2.37
C 0.2721 0.2153 -3.1753 0.0877 0.2531 -0.5419 -0.54
C 1.4649 0.7992 -3.8999 0.1590 -0.0071 0.0497 -0.53
N 1.6170 2.0093 -4.1961 0.0566 0.3726 -0.1028 -0.69
C -0.2635 -1.9489 -1.7548 -0.7486 -0.1701 -1.2211 -1.32
C -1.3107 -2.3474 -2.8011 0.6863 -0.2509 2.1981 0.21
C -2.0144 -3.7112 -2.4468 -0.0699 1.1434 -2.9978 -1.46
O -2.6142 -2.2224 -2.5208 -0.3723 -0.0229 -0.9229 -0.52
O 1.9874 -1.0601 -1.8526 -0.1253 0.0882 -0.3805 -0.44
C 2.6432 -1.9303 -2.7587 0.1520 -0.0368 -0.0660 -0.45
S 1.6658 -2.5878 -4.1454 -0.4864 -0.1509 0.2218 -0.09
C 3.2964 -3.0751 -1.9792 0.3239 -0.2337 -0.3802 1.03
F 2.4042 -3.9141 -1.4142 -0.0359 0.1441 0.0561 -0.28
F 4.0225 -3.7689 -2.8812 -0.0237 -0.0583 0.0564 -0.33
C 4.3031 -2.6212 -0.8889 0.1382 -0.1955 0.3889 0.73
F 4.8683 -1.4522 -1.2135 -0.1885 -0.1700 0.1598 -0.26
F 3.6502 -2.4691 0.2947 0.0305 0.2414 -0.1486 -0.31
F 5.2508 -3.5223 -0.6984 -0.2082 0.1995 -0.0717 -0.26
O -2.8066 0.9936 0.7601 -0.9428 0.1973 0.5295 -0.12
C -3.9235 0.3677 1.3628 0.2865 0.5378 -0.8523 -1.32
C -4.7540 1.4019 2.0517 0.2461 0.1453 0.1561 1.17
C -4.1168 2.4387 2.7593 -0.5155 -0.3940 0.5363 0.31
C -4.8595 3.4335 3.3949 -0.0734 0.0626 0.1533 -1.03
C -6.2478 3.4011 3.3250 0.0724 -0.4054 -0.2096 -0.59
C -6.8860 2.3663 2.6339 0.4659 0.1911 0.0409 -0.68
C -6.1379 1.3739 1.9939 -0.1133 0.3586 0.3940 -0.60
H -2.6617 1.8374 -1.9069 -0.0887 0.1554 -0.0220 0.36
H -4.0770 0.9281 -1.4475 -0.2207 -0.2526 -0.1587 0.44
H -2.8540 0.2195 -2.5416 -0.1321 -0.2886 0.0384 0.24
H -2.4373 -0.7143 -0.2783 0.2883 -0.2446 -0.2677 0.84
H -0.7622 0.9324 0.7909 0.0863 0.1561 -0.4402 -2.18
H -0.8563 1.8655 -0.6304 0.0442 0.1020 -0.1125 0.80
H 1.5045 1.9100 0.1480 -0.0597 0.1173 0.1195 0.74
H 1.0924 2.0873 -1.5183 0.0225 -0.0522 -0.1717 0.69
H 2.4567 1.0675 -1.0578 0.1717 -0.0788 -0.1875 0.15
H 3.1848 0.0091 0.7183 -0.0571 -0.1931 -0.2895 -0.35
H 3.2675 -0.8010 2.2887 -0.0771 -0.2720 -0.0442 1.26
H 2.8849 1.2269 3.4830 -0.2158 0.0228 0.0580 0.31
H 2.4844 2.1090 1.9728 -0.1956 0.1317 0.1478 0.53
H 1.8393 -2.5028 2.2131 0.2532 0.0811 -0.0017 0.57
H 0.1089 -2.2155 1.9924 -0.0963 -0.1116 0.0642 0.67
H 0.1071 -2.8226 4.8578 0.0750 -0.0294 0.0062 0.35
H -0.3130 1.0874 -2.8833 -0.2844 -0.1299 0.2274 0.42
H -0.3180 -0.2930 -3.9341 -0.0446 -0.2629 0.0748 0.30
H 2.2380 0.1242 -4.2456 0.0316 -0.1794 0.0127 0.52
H 0.8410 2.5953 -3.8818 -0.0205 0.0562 0.0040 0.29
H 0.3723 -2.8249 -1.7127 0.3516 0.1075 0.2415 0.44
H -0.8591 -1.9509 -0.8488 0.2297 0.1367 0.3214 0.07
H -1.0741 -2.2124 -3.8588 0.2342 -0.2770 0.1480 0.75
H -1.8505 -4.0253 -3.5069 -0.7316 -0.0598 -0.2164 0.35
H -2.9695 -4.2264 -2.4181 0.2331 -0.5958 1.9426 0.51
H 3.4773 -1.3993 -3.2119 0.0431 0.2179 0.0338 0.74
H 2.7104 -2.8158 -4.9392 0.2022 0.0656 -0.1031 0.32
H -4.5232 -0.1572 0.6215 -0.1047 -0.2714 0.0804 0.60
H -3.5696 -0.3750 2.0921 0.1691 -0.6298 0.2273 0.44
H -3.0185 2.4689 2.7932 -0.1346 1.0497 -1.4353 0.24
H -4.3771 4.2446 3.9194 0.0971 0.1639 0.0129 0.49
H -6.8266 4.1794 3.7968 -0.0545 0.0648 0.0369 0.46
H -7.9631 2.3569 2.5797 -0.1199 -0.0659 -0.0282 0.47
H -6.6356 0.5816 1.4548 -0.0560 -0.0329 -0.1080 0.50
La -2.3393 1.1371 4.3754 -5.8824 -0.4743 4.3250 1.74

***

76
Properties=species:S:1:pos:R:3:forces:R:3:mulliken_charge:R:1 method="wB97M-V/def2-TZVPD" charge=-1 de_lowest_kcal_mol=16.9 homo_lumo_gap_ev=6.95 homo_ev=-4.471
Bi 0.7500 0.8362 0.2737 -0.4338 -0.4587 0.0410 1.39
O 2.7748 2.1031 0.3875 -0.2278 -0.1592 -0.1286 -0.94
C 3.8349 1.6749 0.9625 0.2383 0.0600 0.0288 0.78
C 5.1107 1.8223 0.3450 -0.0429 0.0070 -0.0230 -0.68
C 6.2635 1.4211 0.9665 0.0153 -0.0321 0.0444 -0.43
C 6.2434 0.8666 2.2587 0.0149 0.0217 -0.0429 -0.73
C 5.0296 0.7165 2.8806 -0.0229 -0.0360 0.0164 -0.61
C 3.8228 1.0695 2.2509 0.0579 -0.0023 0.0749 0.54
C 2.6104 0.8011 2.9762 0.0152 -0.0893 -0.0401 -0.45
N 1.4167 0.6400 2.5320 -0.1155 0.3618 0.2840 0.40
C 0.3707 0.4964 3.5582 0.0712 -0.3399 0.0421 -0.94
C -0.4156 1.7807 3.7493 -0.0413 0.1287 -0.2684 -1.05
N -1.0983 2.0419 2.5031 0.0910 -0.1434 0.0642 0.08
C -1.4589 3.2165 2.1871 0.0732 0.0172 0.2733 -0.14
C -2.1951 3.5650 0.9915 -0.0536 0.2321 -0.1541 0.54
C -2.5661 4.9077 0.8293 0.0396 -0.0763 0.0428 -0.67
C -3.2571 5.3559 -0.2735 -0.0652 -0.0997 -0.1404 -0.76
C -3.5892 4.4194 -1.2673 0.0196 0.1639 0.0985 -0.69
C -3.2452 3.0969 -1.1443 0.0955 -0.0389 -0.0491 -0.30
C -2.5306 2.5947 -0.0112 -0.0363 0.4115 0.2393 0.33
O -2.2182 1.3643 0.0913 1.0864 1.1454 -0.1231 -0.60
H 5.1253 2.2525 -0.6485 0.0116 0.0254 0.0091 0.43
H 7.2118 1.5370 0.4534 -0.0036 0.0116 -0.0022 0.37
H 7.1611 0.5683 2.7468 -0.0043 -0.0038 0.0026 0.40
H 4.9814 0.2849 3.8759 -0.0003 0.0091 0.0009 0.34
H 2.7414 0.6821 4.0581 0.0540 0.0046 -0.0377 0.22
H 0.8529 0.1915 4.4929 -0.0861 -0.0139 0.0327 0.67
H -0.3345 -0.2697 3.2383 0.0874 -0.0704 -0.0955 0.10
H 0.2452 2.5947 4.0824 -0.0025 0.1109 -0.0476 0.49
H -1.1541 1.6051 4.5401 0.0204 -0.0269 -0.0050 0.36
H -1.2198 4.0698 2.8451 -0.0304 0.0271 0.0526 0.15
H -2.2964 5.6095 1.6139 0.0340 0.0015 0.0025 0.32
H -3.5307 6.3977 -0.3758 -0.0065 -0.0020 -0.0031 0.38
H -4.1258 4.7486 -2.1513 -0.0050 -0.0134 0.0012 0.38
H -3.5048 2.3774 -1.9114 -0.0123 0.0850 -0.0509 0.42
O -0.9523 0.0091 -1.6729 0.5269 0.5407 -0.3234 -0.87
C -1.7406 -1.0920 -1.2341 -0.2072 -0.1077 0.2179 4.38
C -1.7013 -1.2545 0.3221 -0.1186 0.0792 0.0666 -0.32
O -2.5938 -1.8968 0.8544 0.1326 -0.0093 -0.0696 -0.75
O -0.6841 -0.7701 0.9418 0.5731 -0.0718 0.0713 -0.31
C -1.1309 -2.3604 -1.8322 -0.0289 0.1225 -0.0668 -1.64
C -1.5120 -3.6170 -1.3676 0.0048 -0.0331 0.0261 -0.08
C -0.9757 -4.7654 -1.9298 -0.0023 0.0225 -0.0066 -0.92
C -0.0584 -4.6784 -2.9688 0.0065 0.0030 -0.0148 -0.45
C 0.3121 -3.4300 -3.4448 0.0167 -0.0096 0.0062 -0.94
C -0.2232 -2.2787 -2.8820 -0.0108 -0.0151 -0.0043 -0.01
C -3.1705 -0.8749 -1.7192 -0.1083 0.0461 -0.0848 -0.29
C -4.0160 -0.0357 -0.9983 -0.7481 -0.4255 0.2743 -0.60
C -5.2740 0.2808 -1.4829 -0.0600 -0.1718 -0.1772 -0.56
C -5.7102 -0.2397 -2.6942 -0.0062 0.0286 -0.0528 -0.49
C -4.8767 -1.0807 -3.4150 -0.0533 0.0134 -0.0564 -0.97
C -3.6133 -1.3936 -2.9297 0.0668 0.0137 0.0210 -0.61
H -1.4270 0.8505 -1.4327 -0.2373 -0.9544 0.3258 0.42
H -2.2254 -3.6835 -0.5567 -0.0020 0.0223 0.0032 0.53
H -1.2774 -5.7349 -1.5523 0.0024 0.0005 0.0031 0.39
H 0.3622 -5.5770 -3.4035 0.0049 -0.0011 -0.0026 0.38
H 1.0276 -3.3456 -4.2537 0.0000 -0.0086 -0.0109 0.41
H 0.0671 -1.3047 -3.2493 0.0102 -0.0008 0.0027 0.40
H -3.6776 0.3857 -0.0588 -0.4238 -0.4794 -0.3275 0.45
H -5.9132 0.9438 -0.9134 -0.0172 -0.0049 0.0247 0.43
H -6.6933 0.0107 -3.0738 -0.0275 -0.0061 -0.0256 0.38
H -5.2041 -1.4922 -4.3620 -0.0093 -0.0147 -0.0058 0.40
H -2.9702 -2.0476 -3.5041 0.0102 -0.0244 -0.0202 0.35
C 3.8575 -2.5764 -0.6970 -0.0229 0.0199 -0.0130 -1.78
C 3.0932 -1.6392 0.2423 -0.0440 -0.0354 0.0934 2.18
C 2.4723 -2.4507 1.3784 0.0089 -0.0040 -0.0136 -1.60
C 2.0179 -0.8860 -0.5380 -0.0137 0.1966 -0.0014 -0.85
H 4.6032 -3.1632 -0.1521 -0.0081 0.0169 -0.0018 0.44
H 4.3721 -2.0140 -1.4791 -0.0002 -0.0024 -0.0061 0.42
H 3.1637 -3.2710 -1.1804 0.0108 -0.0015 -0.0014 0.31
H 3.8188 -0.9399 0.6629 -0.0294 0.0146 0.0128 -0.74
H 1.8543 -3.2546 0.9670 -0.0164 0.0161 0.0100 0.32
H 1.8259 -1.8389 2.0071 -0.0004 -0.0223 -0.0017 0.20
H 3.2449 -2.9031 2.0063 -0.0031 -0.0140 -0.0083 0.46
H 1.2702 -1.6063 -0.8754 -0.0339 0.0695 -0.0149 -0.21
H 2.4515 -0.4241 -1.4352 0.0227 -0.0261 0.0126 0.61

***

11
Properties=species:S:1:pos:R:3:forces:R:3:mulliken_charge:R:1 method="wB97M-V/def2-TZVPD" de_lowest_kcal_mol=50.9 homo_lumo_gap_ev="7.58 / 7.57" homo_ev="-9.907 / -9.904"
C 1.4566 -0.5784 -0.5349 -0.4603 -0.9483 -0.2155 -0.88
O -0.1231 1.0225 1.4298 1.2032 -0.0599 -1.0534 -0.54
O 3.0401 1.2917 0.4207 3.1512 -0.4688 1.8140 -0.37
Si -1.5426 1.3420 0.7347 1.4064 0.5514 0.3223 0.57
S 1.7927 1.1283 -0.1783 -5.3053 0.7376 -0.9063 0.78
Cl -0.8745 1.3751 -1.3309 -1.4647 -0.0223 0.1415 -0.34
H 0.7562 -0.9932 0.1992 0.4590 0.2027 0.2462 0.34
H 0.9610 -0.7975 -1.4982 0.2647 0.9339 0.2309 0.37
H 2.4102 -1.0635 -0.5572 0.6121 -0.4926 0.3655 0.36
H -2.6188 0.4904 1.2114 -0.2086 -1.0236 -0.5228 -0.14
H -2.2198 2.6065 1.0467 0.3422 0.5899 -0.4224 -0.15

***

no.,DFT total energy (eV)
1,-167955.7781
2,-223906.8705
3,-54869.5947
4,-36447.1081